No. 1
{"formula": "C4H6N4O2S3", "method": "wB97M-V/def2-TZVPD", "elements": ["C", "C", "C", "C", "N", "N", "N", "N", "O", "O", "S", "S", "S", "H", "H", "H", "H", "H", "H"], "positions_angstrom": [[-0.9261, 1.5191, 0.0448], [-0.8482, -1.9353, 0.1623], [0.2308, 0.5571, 0.3405], [-0.0065, -0.7926, -0.3808], [1.5023, 1.0110, -0.1577], [2.5359, 0.3456, 0.2765], [-0.5670, 2.5990, -0.7318], [-1.4994, -1.6610, 1.2482], [-1.9992, 1.2021, 0.4941], [-0.8648, -2.9773, -0.4184], [4.0470, 0.8357, -0.2923], [2.3869, -0.9290, 1.2725], [0.5089, -1.0050, -2.0151], [0.3970, 0.4863, 1.4934], [0.4740, 2.5322, -1.0876], [-1.3482, 3.2350, -1.1188], [-1.6043, -0.6666, 1.4615], [-2.0879, -2.3891, 1.5832], [-0.3311, -1.9673, -2.1745]], "atomic_forces_ev_per_a": [[1.6, 0.8, -1.3], [1.2, 1.2, -1.1], [1.6, -0.7, 0.9], [0.9, 0.2, 0.3], [0.7, 0.4, 0.0], [-0.8, 2.2, -2.0], [0.0, -0.3, -0.6], [-0.5, 1.5, 1.6], [-1.0, 0.3, 0.2], [-0.1, -2.1, -1.1], [-0.1, -0.3, 0.4], [-0.4, -1.7, 0.6], [0.6, 2.2, 1.6], [-1.0, -0.4, -1.8], [-2.8, 0.6, 0.8], [2.1, -1.5, 0.8], [-0.5, -0.6, 0.4], [-0.6, -0.1, 0.5], [-0.9, -1.7, -0.2]], "mulliken_charge": [0.1670, 0.3485, -0.0131, 0.5563, -0.5354, 0.0780, -0.3757, -0.2580, -0.6307, -0.6484, -0.2582, -0.0941, -0.0578, 0.4465, 0.3159, 0.2687, 0.2088, 0.2654, 0.2163], "e_above_lowest_ev": 2.028, "fmax_ha_per_bohr": 0.060, "gap_ev": [6.13, 4.90], "e_homo_ev": [-8.4, -7.9], "charge": 0}

---

No. 2
{"formula": "C4H6N4S", "method": "wB97M-V/def2-TZVPD", "elements": ["N", "C", "S", "N", "N", "C", "C", "N", "C", "H", "H", "H", "H", "H", "H"], "positions_angstrom": [[-0.1516, -1.5166, -1.6895], [-1.1987, -0.9327, -0.9578], [-2.8749, -1.2068, -1.2827], [-1.1726, -0.0816, 0.0406], [-0.0408, 0.4297, 0.5403], [1.1459, 0.6307, -0.0726], [1.9135, 1.2936, 0.8518], [1.2608, 1.4513, 2.0243], [0.0670, 0.9011, 1.8233], [0.6052, -1.7270, -1.1051], [-0.5076, -2.3440, -2.0244], [-2.7416, -0.1050, -0.4215], [1.2243, 0.5953, -1.1843], [2.9491, 1.6829, 0.8007], [-0.4780, 0.9291, 2.6570]], "atomic_forces_ev_per_a": [[-1.6, 2.3, 1.1], [1.2, 0.7, 1.0], [-0.4, 0.2, -0.5], [-0.2, -0.9, -1.1], [0.2, 0.0, 1.9], [1.2, 1.1, -1.8], [1.8, 0.4, -0.1], [-0.7, -0.7, -0.5], [3.7, 1.0, -2.3], [1.6, 0.0, 0.9], [-0.7, -2.3, -1.5], [-1.7, -0.4, -0.2], [0.1, -0.3, 1.3], [-0.9, -0.4, -0.4], [-3.5, -0.7, 2.3]], "mulliken_charge": [-0.5291, 0.4658, -0.3086, -1.0491, 0.6348, -0.1811, -0.3736, -0.6168, -0.1711, 0.2799, 0.2667, 0.3123, 0.3949, 0.3882, 0.4870], "e_above_lowest_ev": 2.402, "smiles": "N/C(S)=N\\n1ccnc1", "fmax_ha_per_bohr": 0.086, "gap_ev": 9.09, "e_homo_ev": -8.5, "charge": 0}

---

No. 3
{"formula": "C4H6N4S", "method": "wB97M-V/def2-TZVPD", "elements": ["C", "C", "C", "N", "N", "N", "N", "C", "S", "H", "H", "H", "H", "H", "H"], "positions_angstrom": [[-0.2729, 0.9870, 2.5174], [-0.6077, 0.9137, 1.2152], [-1.0571, -0.3684, 0.6161], [-0.0061, -0.6284, -0.6713], [0.5234, -1.8020, -0.4543], [1.3929, -2.1850, -1.2571], [1.6301, -1.1507, -2.1286], [0.7780, -0.2079, -1.8841], [0.4798, 1.3691, -2.4606], [-0.0450, 1.8827, 2.9835], [-0.3043, 0.0337, 3.0761], [-0.7181, 1.8078, 0.6337], [-0.8050, -1.2369, 1.1560], [-2.0786, -0.5249, 0.1627], [1.0906, 1.1101, -3.5048]], "atomic_forces_ev_per_a": [[-0.9, -2.6, -2.0], [-0.9, -0.1, 1.8], [0.9, 0.8, -3.8], [1.2, -0.4, -1.2], [-1.4, -2.2, 2.5], [0.8, 1.1, -0.7], [-0.5, 0.8, -1.2], [-1.7, -0.9, 3.8], [-1.5, 1.1, 2.2], [0.5, 1.5, 0.9], [0.3, 0.8, 0.0], [0.2, 0.3, -0.4], [0.3, -0.8, 0.9], [1.0, 0.9, 0.6], [1.7, -0.3, -3.2]], "mulliken_charge": [-0.7612, 0.1489, -0.5505, 0.3841, -0.2151, -0.5173, -0.2398, 0.4073, -0.2168, 0.3157, 0.2263, 0.2752, 0.3737, 0.2398, 0.1296], "e_above_lowest_ev": 3.680, "smiles": "C=CCn1nnnc1S", "fmax_ha_per_bohr": 0.082, "gap_ev": 9.90, "e_homo_ev": -9.3, "charge": 0}

---

No. 4
{"formula": "C4H6N4S2", "method": "wB97M-V/def2-TZVPD", "elements": ["C", "C", "C", "C", "N", "N", "N", "N", "S", "S", "H", "H", "H", "H", "H", "H"], "positions_angstrom": [[-2.9815, -0.3410, 0.0827], [-2.0097, -1.2888, 0.0796], [-1.3699, 1.0043, 0.5024], [2.5021, 0.0825, -0.0618], [-2.6022, 0.9306, 0.4007], [0.5392, -0.8598, -0.9598], [1.7493, 1.2465, 0.1157], [1.8326, -0.9042, -0.7423], [4.0241, -0.1052, 0.4458], [-0.4892, -0.5735, 0.4639], [-4.0874, -0.3395, -0.1510], [-2.0272, -2.3802, 0.1330], [-0.7821, 1.9579, 0.4449], [1.1154, 1.5703, -0.6200], [2.3065, 1.8813, 0.6365], [2.2800, -1.8813, -0.7703]], "atomic_forces_ev_per_a": [[-2.3, -1.4, -0.2], [-0.5, -0.6, 0.6], [4.0, 1.6, -0.4], [-1.3, 0.5, -1.4], [-1.0, 1.0, -0.6], [-2.6, 0.8, -1.4], [0.2, -1.4, -0.2], [1.9, -2.0, 1.3], [1.1, -0.1, 0.7], [-0.2, 0.3, 0.2], [1.5, -1.1, 0.4], [-0.4, 0.5, -0.6], [-0.7, -1.0, 0.8], [0.6, -0.3, 0.3], [0.1, 1.0, 0.1], [-0.5, 2.1, 0.4]], "mulliken_charge": [-0.3544, -0.1866, 0.0610, 0.2941, -0.4334, -0.7418, -0.4330, 0.2000, -0.4099, 0.1528, 0.3778, 0.3553, 0.3705, 0.3165, 0.1822, 0.2491], "e_above_lowest_ev": 4.124, "fmax_ha_per_bohr": 0.083, "gap_ev": [6.81, 6.82], "e_homo_ev": [-7.9, -7.9], "charge": 0}

---

No. 5
{"formula": "C4H6N5", "method": "wB97M-V/def2-TZVPD", "elements": ["C", "C", "C", "C", "N", "N", "N", "N", "N", "H", "H", "H", "H", "H", "H"], "positions_angstrom": [[-0.3023, -1.6030, 0.5029], [-0.3713, 0.8112, 0.6756], [0.0350, -0.3366, -0.0999], [1.3735, -0.4533, -0.8291], [-0.6146, -2.6227, 0.9143], [-1.5043, 1.4204, 0.2174], [-1.9697, 0.9106, -0.8133], [-1.3749, -0.0931, -1.2939], [0.2783, 1.2246, 1.6972], [1.4516, 0.0626, -1.8104], [1.6829, -1.3990, -1.1596], [2.0942, -0.0906, -0.2568], [-1.8290, -0.6599, -1.9760], [1.1769, 0.8643, 1.9693], [-0.1263, 1.9645, 2.2624]], "atomic_forces_ev_per_a": [[-0.4, 0.4, 0.1], [-0.6, 0.1, -1.1], [-1.2, -2.2, -3.6], [-2.7, 0.7, -3.4], [0.0, -0.5, 0.3], [1.2, 2.0, 3.0], [-1.3, -1.8, -2.5], [2.8, 1.0, 3.1], [-0.1, 0.8, 0.9], [-0.6, 0.5, 0.8], [-0.3, -1.9, 0.3], [3.3, 1.7, 2.7], [-0.2, -0.7, -0.7], [0.1, -0.3, 0.1], [0.1, 0.2, -0.1]], "mulliken_charge": [0.0800, 0.0652, 1.2495, -1.4115, -0.3006, -0.3462, -0.2560, 0.0491, -0.1996, 0.3852, 0.4415, 0.3988, 0.2595, 0.2584, 0.3265], "e_above_lowest_ev": 3.328, "fmax_ha_per_bohr": 0.090, "gap_ev": 9.45, "e_homo_ev": -15.3, "charge": 1}

---

No. 6
{"formula": "C4H6N5O", "method": "wB97M-V/def2-TZVPD", "elements": ["N", "N", "C", "N", "C", "N", "O", "C", "N", "C", "H", "H", "H", "H", "H", "H"], "positions_angstrom": [[-0.3971, -0.9144, -1.2187], [-0.0374, -0.1569, -0.0713], [0.2920, 1.2400, -0.3331], [-0.7143, 2.0481, -0.3800], [-1.8556, 1.4293, -0.0754], [-1.8298, 0.2668, 0.4645], [-2.4942, -0.5964, 0.9107], [1.6197, 1.3927, 0.2520], [1.9152, 0.4104, 0.9454], [1.0699, -0.6527, 0.8416], [-0.4902, -0.4026, -2.0765], [-0.3847, -1.9407, -1.2118], [-2.7002, 1.9976, -0.1697], [2.2317, 2.4254, 0.2507], [1.4143, -1.6954, 0.4484], [0.7894, -0.7986, 1.8312]], "atomic_forces_ev_per_a": [[0.6, -0.1, 1.1], [-1.5, -0.8, -1.3], [-1.3, -0.2, 0.4], [3.1, -0.1, -0.5], [0.2, -0.4, -0.2], [0.3, -0.8, 1.0], [0.1, 0.1, -0.5], [1.4, 4.7, -0.9], [3.4, 0.0, 0.3], [-0.9, -2.9, -2.0], [0.1, 0.0, -0.1], [0.2, 1.0, 0.4], [-2.5, 0.9, 0.2], [-1.5, -2.6, 0.0], [0.0, 2.2, 0.5], [-1.6, -0.7, 1.8]], "mulliken_charge": [-0.5375, 0.3012, 0.5058, -0.4028, -0.1467, 0.6720, -0.4784, -0.1945, -0.3648, -0.2760, 0.2326, 0.2426, 0.5357, 0.3446, 0.2722, 0.2939], "e_above_lowest_ev": 7.868, "smiles": "N[N+]1=C(/N=C\\N=O)C=NC1", "fmax_ha_per_bohr": 0.096, "gap_ev": [8.21, 8.21], "e_homo_ev": [-14.2, -14.2], "charge": 1}